{
  "formula": "C4H8O2",
  "method": "the ωB97M-V functional and the def2-TZVPD basis",
  "elements": ["O", "C", "C", "C", "C", "O", "H", "H", "H", "H", "H", "H", "H", "H"],
  "positions_angstrom": [[-1.895286, -0.301710, 1.416968], [-1.498739, -0.456886, -0.411985], [-0.158544, -0.134932, -0.169084], [1.229814, -0.539506, -0.600873], [1.572422, 0.851052, -0.039118], [0.195846, 1.253776, -0.081905], [-1.903216, 0.669425, 1.504838], [-1.780353, -1.493788, -0.559427], [-2.230786, 0.272704, -0.745051], [-0.708994, -0.447179, 1.132321], [1.697169, -1.409058, -0.135335], [1.347023, -0.582910, -1.687746], [2.209960, 1.516294, -0.624190], [1.923689, 0.802717, 1.000586]],
  "forces_ev_per_a": [[0.0348, 0.1242, 0.4148], [0.2577, -0.0376, -0.2054], [-0.2683, -0.1532, -0.3025], [0.1789, -0.0990, -0.0955], [0.5187, 0.0709, -0.0005], [-0.1156, 0.0793, -0.0653], [-0.2084, -0.2890, 0.1272], [0.1550, 0.0997, -0.0873], [0.0563, 0.0277, 0.0880], [-0.5087, 0.1463, 0.1891], [-0.0966, 0.1303, -0.0319], [0.0204, -0.0154, 0.0956], [-0.0314, -0.1143, 0.0146], [0.0072, 0.0301, -0.1409]],
  "mulliken_charge": [-0.670, -0.502, 0.064, -0.401, -0.349, -0.431, 0.349, 0.234, 0.253, 0.491, 0.243, 0.211, 0.289, 0.220],
  "homo_ev": -7.60,
  "spin_multiplicity": 1,
  "e_lumo_ha": 0.03034,
  "orbital_gap_ev": 8.43,
  "de_lowest_kcal_mol": 126.9
}

---

{
  "formula": "C4H8O2",
  "method": "the ωB97M-V functional and the def2-TZVPD basis",
  "elements": ["C", "C", "O", "C", "C", "O", "H", "H", "H", "H", "H", "H", "H", "H"],
  "positions_angstrom": [[1.035188, 1.258793, -1.109716], [0.313686, 0.024379, -0.336962], [1.042052, -0.188254, 0.890639], [-0.060972, -0.969309, 1.492106], [-1.035930, -0.241036, 0.425119], [-2.098283, -0.691387, -0.238482], [1.101842, 2.077720, -0.252445], [0.499384, 1.701715, -1.991683], [2.068724, 1.074923, -1.372760], [0.272594, -0.732546, -1.263947], [-0.268725, -0.499258, 2.394524], [0.114860, -2.127426, 1.450573], [-1.234111, 0.769171, 0.911096], [-1.750308, -1.457485, -0.998063]],
  "forces_ev_per_a": [[-2.0572, 1.8634, 3.1271], [0.9763, 0.1553, -2.6392], [-0.5757, -1.6847, -0.9621], [0.1420, -0.4551, -3.0255], [3.2330, 2.8015, 0.8827], [-0.0634, -4.0660, -3.7187], [-0.1457, -1.2376, -1.9398], [0.2768, -0.6842, 0.9085], [0.0366, -0.6890, -0.0394], [0.7165, 0.0373, 2.1275], [-0.1360, -0.2393, 2.2380], [-0.4767, 2.2610, 0.1426], [-0.5451, -1.2849, -0.3859], [-1.3814, 3.2223, 3.2841]],
  "mulliken_charge": [-1.187, 0.233, -0.394, -0.473, 0.260, -0.545, 0.255, 0.319, 0.310, 0.029, 0.299, 0.243, 0.253, 0.398],
  "homo_ev": -9.52,
  "spin_multiplicity": 1,
  "e_lumo_ha": 0.02684,
  "smiles": "C[C@H]1OC[C@@H]1O",
  "orbital_gap_ev": 10.25,
  "de_lowest_kcal_mol": 92.7
}

---

{
  "formula": "C4H8O2",
  "method": "the ωB97M-V functional and the def2-TZVPD basis",
  "elements": ["O", "C", "C", "C", "O", "C", "H", "H", "H", "H", "H", "H", "H", "H"],
  "positions_angstrom": [[-2.241233, -0.093115, 0.239709], [-0.920627, -0.124259, 0.018531], [-0.009920, -1.097108, 0.148646], [1.100835, -0.198262, -0.358998], [1.636802, -0.513155, -1.626838], [0.032367, 0.921706, -0.489628], [-2.557643, 0.811935, 0.363647], [-0.066180, -2.123546, 0.490419], [1.913112, 0.039878, 0.348633], [2.207545, -1.282241, -1.515959], [-0.181436, 1.148043, -1.531938], [0.208291, 1.845646, 0.082180], [-0.754713, 0.628120, 2.088763], [-0.359541, 0.027138, 1.822032]],
  "forces_ev_per_a": [[0.0182, 0.0628, 0.1740], [0.1521, -0.5198, -0.8101], [-0.2834, -0.1937, -0.5501], [-0.0802, 0.1047, 0.1992], [0.3448, -0.1646, -0.0955], [-0.1273, 0.0603, -0.2624], [0.1769, -0.1011, -0.1497], [0.0855, 0.0856, -0.0997], [-0.2638, -0.0903, -0.0880], [-0.0436, 0.0699, -0.1263], [0.2169, 0.2284, -0.1121], [-0.2310, -0.3418, 0.0034], [0.4197, -0.1853, 0.7339], [-0.3848, 0.9850, 1.1836]],
  "mulliken_charge": [-0.516, 0.140, -0.753, 0.520, -0.553, -0.793, 0.363, 0.406, 0.299, 0.287, 0.281, 0.278, 0.054, -0.014],
  "homo_ev": -8.78,
  "spin_multiplicity": 1,
  "e_lumo_ha": 0.03018,
  "smiles": "OC1=C[C@@H](O)C1.[H][H]",
  "orbital_gap_ev": 9.61,
  "de_lowest_kcal_mol": 88.6
}

---

{
  "formula": "C4H8O2",
  "method": "the ωB97M-V functional and the def2-TZVPD basis",
  "elements": ["C", "C", "O", "C", "O", "C", "H", "H", "H", "H", "H", "H", "H", "H"],
  "positions_angstrom": [[-2.321667, -0.457163, 0.328899], [-1.201305, 0.422563, -0.180820], [-0.373210, 0.745100, 0.964996], [0.933086, 0.835963, 0.920616], [1.337862, 0.688106, -0.345696], [2.654875, 0.148610, -0.378000], [-1.935824, -1.434487, 0.636818], [-2.806133, 0.007254, 1.192194], [-3.065783, -0.612903, -0.457211], [-0.606466, -0.078206, -0.945458], [-1.561283, 1.374151, -0.582071], [3.347442, 0.773145, 0.186588], [2.925843, 0.092832, -1.428568], [2.628385, -0.854156, 0.057615]],
  "forces_ev_per_a": [[-0.0531, 0.0009, 0.0391], [-0.1286, -0.0071, -0.1912], [0.2398, 0.2718, 0.2412], [-0.4879, -0.1470, -0.2010], [-0.1425, -0.2130, 0.4424], [0.3876, -0.1106, -0.1698], [-0.0475, 0.1652, -0.0374], [0.0050, -0.0619, -0.1411], [0.0646, 0.0214, 0.0896], [-0.1224, 0.0915, 0.1148], [-0.0196, -0.1556, 0.0093], [-0.0338, -0.0080, -0.0755], [0.1530, 0.0100, 0.0240], [0.1855, 0.1423, -0.1446]],
  "mulliken_charge": [-1.085, -0.111, -0.034, -0.354, -0.147, -0.562, 0.292, 0.296, 0.354, 0.276, 0.251, 0.287, 0.219, 0.317],
  "homo_ev": -8.92,
  "spin_multiplicity": 1,
  "e_lumo_ha": 0.03675,
  "orbital_gap_ev": 9.92,
  "de_lowest_kcal_mol": 70.4
}

---

{
  "formula": "C4H8O2",
  "method": "the ωB97M-V functional and the def2-TZVPD basis",
  "elements": ["C", "C", "C", "O", "H", "H", "H", "H", "H", "H", "C", "O", "H", "H"],
  "positions_angstrom": [[-2.050629, 0.081496, 0.597370], [-0.691240, 0.085102, -0.047796], [0.036574, -1.218678, -0.267405], [-0.171723, 1.143319, -0.338877], [-2.156767, -0.760013, 1.286743], [-2.198301, 1.044391, 1.095298], [-2.770067, -0.036246, -0.221839], [0.979713, -1.129082, 0.263543], [-0.495204, -2.111789, 0.071163], [0.349733, -1.332905, -1.310323], [2.292636, 1.064785, -0.285519], [2.599602, -0.047709, 0.068987], [2.129603, 1.885953, 0.435405], [2.146075, 1.331377, -1.346751]],
  "forces_ev_per_a": [[0.1400, -0.0613, -0.0709], [0.1423, -0.1051, 0.2485], [-0.1244, -0.1980, -0.1779], [-0.0728, 0.0046, -0.1968], [-0.1008, 0.1563, -0.0695], [-0.1393, -0.2527, -0.1188], [-0.0955, 0.0078, 0.2277], [-0.0836, -0.2309, 0.2101], [-0.0832, 0.2602, -0.1183], [-0.2482, 0.0755, 0.0766], [-0.0025, -0.0483, 0.0427], [0.3900, 0.5419, -0.0880], [0.1085, -0.0849, -0.0558], [0.1696, -0.0651, 0.0904]],
  "mulliken_charge": [-1.131, 0.884, -1.085, -0.582, 0.353, 0.325, 0.281, 0.367, 0.316, 0.309, -0.011, -0.499, 0.237, 0.235],
  "homo_ev": -9.77,
  "spin_multiplicity": 1,
  "e_lumo_ha": 0.03536,
  "smiles": "CC(C)=O.C=O",
  "orbital_gap_ev": 10.73,
  "de_lowest_kcal_mol": 38.2
}

---

{
  "formula": "C4H8O2",
  "method": "the ωB97M-V functional and the def2-TZVPD basis",
  "elements": ["C", "C", "C", "O", "C", "O", "H", "H", "H", "H", "H", "H", "H", "H"],
  "positions_angstrom": [[0.611446, -0.664156, -1.414382], [0.437500, 0.018179, -0.080844], [-0.578269, 1.138564, -0.109907], [-0.625727, 1.903231, 1.043818], [-0.262169, -0.882713, 1.632157], [0.260979, -1.706574, 0.825802], [1.337464, -1.474201, -1.364429], [0.971241, 0.093362, -2.124900], [-0.339059, -1.055472, -1.787702], [1.362960, 0.293843, 0.416524], [-0.252468, 1.798371, -0.928956], [-1.555784, 0.720361, -0.400167], [-0.676601, 1.222164, 1.747443], [-0.691514, -1.404959, 2.545543]],
  "forces_ev_per_a": [[-0.0595, -0.0680, 0.0426], [0.0692, 0.3935, -0.2735], [0.0299, -0.2093, -0.3018], [-0.0953, -0.1088, 0.1940], [0.1554, -0.4028, -0.0924], [-0.1014, 0.1310, 0.3289], [-0.1001, 0.1344, 0.0070], [-0.0675, -0.0721, 0.1148], [0.1210, 0.0494, 0.0611], [-0.1497, -0.0645, -0.0247], [-0.0031, -0.0705, 0.0774], [0.1258, 0.0810, 0.0221], [0.1279, 0.0497, -0.0065], [-0.0526, 0.1570, -0.1490]],
  "mulliken_charge": [-1.312, 0.469, -0.470, -0.484, -0.428, -0.413, 0.358, 0.401, 0.316, 0.321, 0.296, 0.304, 0.383, 0.259],
  "homo_ev": -7.60,
  "spin_multiplicity": 1,
  "e_lumo_ha": 0.01020,
  "orbital_gap_ev": 7.88,
  "de_lowest_kcal_mol": 138.0
}

---

{
  "formula": "C4H8O2",
  "method": "the ωB97M-V functional and the def2-TZVPD basis",
  "elements": ["C", "C", "O", "C", "C", "O", "H", "H", "H", "H", "H", "H", "H", "H"],
  "positions_angstrom": [[-1.410962, 0.801959, 1.366980], [-0.403814, -0.103604, 0.693371], [-0.223320, -1.243215, 1.078672], [0.368476, 0.477263, -0.476071], [1.283824, -0.540274, -1.156221], [0.593343, -1.702579, -1.545825], [-0.886807, 1.502801, 2.027844], [-1.964091, 1.395683, 0.632101], [-2.102506, 0.204376, 1.964162], [-0.358457, 0.879836, -1.193570], [0.947712, 1.338129, -0.109479], [2.130760, -0.779479, -0.495348], [1.695059, -0.099695, -2.069772], [0.330783, -2.131202, -0.716844]],
  "forces_ev_per_a": [[-0.0612, -0.0241, 0.0161], [0.0228, -0.1355, 0.1076], [-0.0414, 0.3718, -0.1105], [-0.0182, -0.0412, -0.0300], [0.2157, 0.3169, 0.0279], [-0.0638, -0.1970, 0.1494], [-0.0325, -0.0985, -0.1036], [0.1007, -0.0869, 0.0974], [0.1218, 0.0857, -0.0640], [0.0692, -0.0679, 0.0909], [-0.1019, -0.1122, -0.0543], [-0.1550, 0.0042, -0.0691], [-0.0151, -0.0326, 0.1408], [-0.0410, 0.0173, -0.1984]],
  "mulliken_charge": [-1.183, 0.878, -0.616, -0.592, -0.508, -0.537, 0.303, 0.335, 0.334, 0.312, 0.325, 0.264, 0.346, 0.338],
  "homo_ev": -9.93,
  "spin_multiplicity": 1,
  "e_lumo_ha": 0.03236,
  "smiles": "CC(=O)CCO",
  "orbital_gap_ev": 10.81,
  "de_lowest_kcal_mol": 17.5
}

---

{
  "formula": "C4H8O2",
  "method": "the ωB97M-V functional and the def2-TZVPD basis",
  "elements": ["C", "C", "C", "O", "C", "O", "H", "H", "H", "H", "H", "H", "H", "H"],
  "positions_angstrom": [[1.196007, -1.149030, -0.673079], [0.713586, 0.247447, -0.412360], [0.742136, 0.821414, 0.786801], [0.336995, 2.110145, 0.985704], [-2.347097, -0.043757, 1.130640], [-2.345074, 0.934802, 1.708512], [0.416903, -1.753037, -1.152076], [1.483949, -1.650836, 0.257257], [2.066579, -1.157261, -1.340170], [-1.873119, -0.751723, -1.488020], [0.334417, 0.828844, -1.251696], [1.106295, 0.290224, 1.668516], [0.264529, 2.275989, 1.931272], [-2.096106, -1.003222, -2.151302]],
  "forces_ev_per_a": [[0.0075, -0.0742, 0.0285], [0.0221, 0.1321, 0.1744], [0.1294, -0.3600, -0.2361], [-0.0117, 0.0782, 0.1530], [-0.0214, 1.1686, 0.7238], [-0.0558, -1.1762, -0.6536], [0.1104, 0.0772, 0.0672], [-0.0337, 0.0862, -0.1233], [-0.1314, 0.0212, 0.0854], [-0.0275, -0.0328, -0.0757], [0.0585, -0.0548, 0.1108], [-0.0612, 0.0812, -0.1445], [0.0005, 0.0315, -0.1304], [0.0144, 0.0218, 0.0206]],
  "mulliken_charge": [-0.973, -0.014, -0.324, -0.477, 0.157, -0.158, 0.226, 0.295, 0.300, -0.309, 0.385, 0.251, 0.344, 0.296],
  "homo_ev": -8.71,
  "spin_multiplicity": 1,
  "e_lumo_ha": 0.03251,
  "orbital_gap_ev": 9.59,
  "de_lowest_kcal_mol": 59.4
}

---

{
  "formula": "C4H8O2",
  "method": "the ωB97M-V functional and the def2-TZVPD basis",
  "elements": ["C", "C", "O", "C", "O", "C", "H", "H", "H", "H", "H", "H", "H", "H"],
  "positions_angstrom": [[0.915822, 2.191105, 0.008247], [0.875317, 0.678731, -0.047829], [-0.167273, 0.248703, 0.856746], [-0.444037, -1.052754, 0.958073], [0.241845, -1.825521, 0.184009], [-1.471021, -2.044606, -0.191502], [-0.047619, 2.613429, -0.293164], [1.138613, 2.537227, 1.021941], [1.687661, 2.574772, -0.667339], [0.650175, 0.312188, -1.054544], [1.826572, 0.234609, 0.262134], [-1.852387, -2.814902, 0.466775], [-1.168955, -2.423709, -1.172526], [-2.184712, -1.229272, -0.331023]],
  "forces_ev_per_a": [[-0.0156, 0.0387, 0.0055], [0.1741, 0.0631, -0.1613], [-0.1143, -0.1481, 0.0972], [0.4326, 0.1529, -0.0120], [-0.2874, 0.1871, 0.2317], [-0.3548, -0.3656, -0.3738], [0.1297, -0.0568, 0.0376], [-0.0245, -0.0614, -0.1399], [-0.1037, -0.0748, 0.0989], [0.0421, 0.0766, 0.1221], [-0.1257, 0.0557, -0.0517], [0.0993, 0.1194, -0.0749], [-0.0153, 0.0599, 0.1535], [0.1635, -0.0467, 0.0671]],
  "mulliken_charge": [-1.141, -0.173, -0.176, -0.074, -0.284, -0.510, 0.298, 0.299, 0.364, 0.274, 0.278, 0.294, 0.257, 0.294],
  "homo_ev": -8.38,
  "spin_multiplicity": 1,
  "e_lumo_ha": 0.02628,
  "orbital_gap_ev": 9.10,
  "de_lowest_kcal_mol": 113.4
}

---

{
  "formula": "C4H8O2",
  "method": "the ωB97M-V functional and the def2-TZVPD basis",
  "elements": ["O", "C", "C", "C", "C", "O", "H", "H", "H", "H", "H", "H", "H", "H"],
  "positions_angstrom": [[0.867543, -0.154683, -1.795390], [0.315532, -0.909790, -0.738962], [0.909887, -0.446006, 0.582526], [0.118458, 0.844731, 0.793235], [-1.267681, 0.442682, 0.282830], [-1.059187, -0.623322, -0.654322], [0.082542, 0.157869, -2.264234], [0.418592, -1.982348, -0.942684], [1.989201, -0.293448, 0.528699], [0.689134, -1.179480, 1.366263], [0.106336, 1.198084, 1.828520], [0.533627, 1.627205, 0.149959], [-1.912416, 0.050552, 1.075770], [-1.791567, 1.267955, -0.212209]],
  "forces_ev_per_a": [[-0.0951, 0.0740, -0.1649], [0.0423, -0.2004, 0.2585], [0.0576, -0.0201, 0.0567], [-0.0585, 0.0729, -0.0074], [-0.1582, 0.1882, 0.2043], [-0.0439, -0.0918, -0.0306], [0.2647, -0.0145, -0.2367], [0.0046, 0.1613, 0.0142], [-0.1263, -0.0466, -0.0604], [0.0254, 0.0742, -0.1143], [-0.0162, -0.0777, -0.1903], [-0.0370, -0.0713, 0.2012], [0.0780, 0.1034, 0.0158], [0.0626, -0.1516, 0.0539]],
  "mulliken_charge": [-0.548, 0.208, -0.632, -0.531, -0.450, -0.461, 0.329, 0.293, 0.349, 0.286, 0.361, 0.249, 0.285, 0.263],
  "homo_ev": -10.24,
  "spin_multiplicity": 1,
  "e_lumo_ha": 0.03581,
  "smiles": "O[C@H]1CCCO1",
  "orbital_gap_ev": 11.22,
  "de_lowest_kcal_mol": 19.8
}